The following is a quantum chemistry calculation of a structure of composition C32H37FeGeNO5S2Si2, from the OMol25 dataset.

Element x y z (Å)
Fe -0.279 1.098 -0.096
C -1.356 -0.188 3.242
Si -0.453 1.219 2.361
C -1.400 2.661 3.101
C 1.128 1.240 3.427
C 1.223 0.862 4.780
C 2.472 0.756 5.392
C 3.529 1.007 4.593
C 3.493 1.347 3.245
C 2.278 1.477 2.608
Si 1.890 1.768 0.748
C 1.944 3.636 0.451
C 3.455 0.932 0.081
H -1.400 -0.092 4.305
H -0.862 -1.179 3.128
H -2.320 -0.276 2.723
H -1.219 2.695 4.180
H -2.441 2.326 2.962
H -1.213 3.554 2.585
H 0.328 0.431 5.322
H 2.602 0.362 6.435
H 4.528 0.885 5.008
H 4.474 1.558 2.731
H 3.006 3.930 0.475
H 1.478 4.142 1.283
H 1.589 3.878 -0.499
H 4.251 1.634 0.339
H 3.338 0.774 -0.992
H 3.687 -0.031 0.628
O -3.950 2.608 0.263
S -2.840 2.310 -0.627
O -3.067 2.858 -1.913
O -1.558 2.779 -0.003
S -2.461 0.167 -0.700
C 0.882 1.516 -1.730
C 1.559 1.660 -2.745
C 2.356 1.575 -3.935
C 1.841 1.087 -5.150
C 2.702 0.884 -6.192
C 4.039 1.134 -6.103
C 4.571 1.540 -4.860
C 3.714 1.785 -3.786
H 0.824 0.950 -5.376
H 2.284 0.514 -7.101
H 4.690 0.893 -6.912
H 5.577 1.581 -4.625
H 4.174 1.866 -2.885
N -6.723 1.787 1.288
C -6.820 0.298 1.070
C -7.877 -0.202 2.090
O -8.167 0.715 3.010
O -8.379 -1.271 2.050
H -5.774 2.079 1.222
H -7.672 1.567 2.713
H -7.236 2.179 0.467
H -5.893 -0.199 1.395
H -6.950 -0.047 0.047
Ge 0.563 -1.589 0.066
C -0.865 -2.871 -0.068
C -1.314 -3.375 -1.248
C -2.480 -4.130 -1.337
C -3.140 -4.447 -0.156
C -2.681 -3.958 1.108
C -1.568 -3.085 1.091
C 1.771 -2.322 -1.244
C 1.690 -1.889 -2.609
C 2.584 -2.366 -3.530
C 3.551 -3.289 -3.141
C 3.618 -3.710 -1.786
C 2.741 -3.222 -0.877
H 1.281 -2.200 1.291
H -0.745 -3.246 -2.160
H -2.948 -4.418 -2.307
H -4.016 -5.151 -0.260
H -3.198 -4.189 2.041
H -1.332 -2.587 2.026
H 0.999 -1.100 -2.842
H 2.452 -2.007 -4.527
H 4.309 -3.760 -3.745
H 4.353 -4.451 -1.416
H 2.779 -3.660 0.113

As for the HOMO-LUMO gap (spin up / spin down): 5.6971 / 6.8774 eV. The value obtained for the HOMO energy (spin up / spin down) is -1.41 / -2.59 eV. The multiplicity is 5. Its total energy is -6388.53203 a.u. Its charge is -2. Its expectation value of S² is 6.084. The value obtained for the energy above the lowest of the compared OMol25 structures with the same formula, charge and spin is 92.4 kJ/mol.



The following is a quantum chemistry calculation of a structure of composition C32H38AgN3P2Si2, from the OMol25 dataset.

Element x y z (Å)
Ag -1.835 -0.056 -1.630
C 3.320 -1.325 -3.487
Si 1.559 -1.958 -3.111
C 1.805 -3.748 -2.503
C 0.688 -2.043 -4.797
N 0.602 -1.117 -1.999
P 0.839 0.273 -1.250
C -0.395 1.108 -0.406
P -1.085 0.296 0.931
N -1.837 -1.116 0.838
Si -3.093 -1.724 1.788
C -3.348 -3.543 1.310
C -4.770 -0.866 1.513
C -2.904 -1.735 3.694
C 0.049 0.228 2.380
C 0.586 1.397 2.920
C 1.414 1.347 4.028
C 1.747 0.123 4.594
C 1.253 -1.048 4.040
C 0.410 -0.994 2.938
C -2.286 1.542 1.592
C -3.072 2.264 0.694
C -4.031 3.158 1.142
C -4.231 3.346 2.504
C -3.472 2.621 3.411
C -2.514 1.725 2.956
C 2.395 0.190 -0.275
C 2.961 -1.042 0.042
C 4.115 -1.119 0.809
C 4.718 0.038 1.274
C 4.146 1.272 0.990
C 2.985 1.345 0.240
C 1.368 1.501 -2.538
C 0.366 1.964 -3.397
C 0.650 2.838 -4.433
C 1.956 3.264 -4.647
C 2.964 2.799 -3.819
C 2.673 1.924 -2.779
H 3.916 -2.080 -4.010
H 3.847 -1.060 -2.565
H 3.287 -0.430 -4.113
H 2.197 -4.393 -3.297
H 0.853 -4.161 -2.164
H 2.503 -3.789 -1.662
H 0.956 -2.948 -5.352
H 0.951 -1.179 -5.414
H -0.396 -2.028 -4.661
H -3.359 -3.648 0.224
H -4.299 -3.916 1.704
H -2.545 -4.176 1.700
H -4.949 -0.716 0.445
H -4.792 0.117 1.992
H -5.594 -1.461 1.921
H -1.882 -1.955 4.012
H -3.566 -2.486 4.137
H -3.176 -0.763 4.114
H 0.319 2.344 2.465
H 1.813 2.263 4.452
H 2.403 0.082 5.457
H 1.524 -2.003 4.478
H -0.005 -1.894 2.500
H -2.918 2.111 -0.368
H -4.629 3.714 0.429
H -4.980 4.047 2.858
H -3.625 2.754 4.477
H -1.931 1.156 3.669
H 2.484 -1.936 -0.343
H 4.547 -2.085 1.046
H 5.621 -0.022 1.872
H 4.599 2.179 1.375
H 2.523 2.303 0.027
H -0.651 1.622 -3.245
H -0.150 3.190 -5.074
H 2.184 3.951 -5.455
H 3.990 3.113 -3.984
H 3.479 1.565 -2.151
N -3.991 -0.244 -3.976
C -3.254 -0.271 -3.080

As for the HOMO-LUMO gap: 6.0316 eV. The value obtained for the HOMO energy is -1.46 eV. The multiplicity is 1. Its total energy is -2815.26418 a.u. Its charge is -2.



The following is a quantum chemistry calculation of a structure of composition C32H38AlNP3, from the OMol25 dataset.

Element x y z (Å)
C -1.905 2.699 -4.059
C -1.624 1.382 -3.766
C -0.232 0.929 -3.922
C 0.800 1.906 -3.649
C 0.428 3.279 -3.566
C -0.854 3.627 -3.941
C 2.124 1.469 -3.319
C 2.310 0.052 -3.312
C 1.183 -0.829 -3.597
C 1.368 -2.241 -3.238
C 2.652 -2.756 -3.292
C 3.735 -1.859 -3.191
C 3.565 -0.515 -3.001
H -2.942 3.023 -4.280
H 1.226 3.996 -3.317
H -1.064 4.667 -4.123
H 2.578 2.014 -2.425
H 2.802 -3.842 -3.315
H 4.716 -2.267 -3.179
H 4.376 0.173 -2.749
N 0.030 -0.373 -4.103
Al 0.133 -0.413 0.553
C -2.638 0.504 -3.060
H -2.591 -0.543 -3.373
H -3.673 0.895 -3.085
C 0.214 -3.032 -2.566
H -0.756 -2.909 -3.087
H 0.470 -4.110 -2.430
P -2.110 0.470 -1.221
P 0.049 -2.304 -0.837
C 1.450 -3.063 0.069
H 1.356 -2.875 1.153
H 1.462 -4.141 -0.129
H 2.380 -2.591 -0.280
C -1.380 -3.308 -0.191
H -1.058 -4.375 -0.203
H -1.623 -2.990 0.856
H -2.262 -3.163 -0.859
C -2.470 2.224 -0.710
H -3.512 2.469 -0.998
H -2.297 2.354 0.380
H -1.755 2.891 -1.234
C -3.533 -0.426 -0.496
H -3.504 -0.382 0.603
H -4.452 0.035 -0.882
H -3.467 -1.479 -0.803
H 0.080 0.740 -0.387
H 1.718 -0.335 1.002
C -2.210 0.172 2.979
P -0.512 0.305 2.603
C 0.106 1.970 2.935
C 1.380 2.397 2.529
C 1.689 3.736 2.701
C 0.812 4.633 3.289
C -0.404 4.169 3.791
C -0.773 2.830 3.626
C 0.400 -0.963 3.500
C -0.297 -2.163 3.780
C 0.420 -3.210 4.366
C 1.792 -3.076 4.641
C 2.431 -1.876 4.372
C 1.751 -0.814 3.810
H -2.764 1.003 2.554
H -2.195 0.232 4.060
H -2.633 -0.763 2.631
H 2.068 1.700 2.065
H 2.630 4.102 2.347
H 1.057 5.687 3.398
H -1.101 4.841 4.281
H -1.739 2.442 4.007
H -1.368 -2.291 3.523
H -0.100 -4.150 4.575
H 2.330 -3.920 5.080
H 3.478 -1.776 4.584
H 2.250 0.104 3.535

As for the HOMO-LUMO gap: 6.3899 eV. The value obtained for the HOMO energy is -9.66 eV. The multiplicity is 1. Its total energy is -2563.09726 a.u. Its charge is +1.



The following is a quantum chemistry calculation of a structure of composition C32H38As2ClOS5SbTc, from the OMol25 dataset.

Element x y z (Å)
Tc 0.532 0.366 0.085
C 3.891 0.529 -0.800
C 4.022 -0.513 0.315
As 2.345 -0.690 1.344
C 2.896 -0.610 3.172
C 1.954 -0.136 4.081
C 2.272 -0.077 5.432
C 3.523 -0.494 5.867
C 4.461 -0.970 4.957
C 4.150 -1.028 3.605
C 1.925 -2.597 1.130
C 2.728 -3.686 1.331
C 2.227 -4.945 0.972
C 0.940 -5.143 0.450
C 0.128 -4.053 0.304
C 0.591 -2.733 0.629
As 2.199 0.370 -1.778
C 2.381 1.750 -3.122
C 2.367 1.417 -4.471
C 2.492 2.409 -5.434
C 2.633 3.736 -5.056
C 2.651 4.073 -3.709
C 2.522 3.083 -2.744
C 2.542 -1.231 -2.827
C 1.523 -1.828 -3.571
C 1.780 -2.965 -4.325
C 3.053 -3.523 -4.339
C 4.070 -2.934 -3.603
C 3.816 -1.790 -2.853
H 4.736 0.486 -1.480
H 3.874 1.535 -0.385
H 4.815 -0.240 1.004
H 4.254 -1.498 -0.088
H 0.981 0.191 3.729
H 1.545 0.298 6.142
H 3.772 -0.443 6.920
H 5.436 -1.293 5.300
H 4.892 -1.393 2.906
H 3.734 -3.590 1.717
H 2.870 -5.813 1.095
H 0.604 -6.136 0.182
H -0.888 -4.156 -0.072
H -0.092 -2.289 1.391
H 2.253 0.389 -4.784
H 2.478 2.140 -6.483
H 2.727 4.508 -5.810
H 2.762 5.107 -3.406
H 2.546 3.367 -1.705
H 0.527 -1.406 -3.558
H 0.981 -3.413 -4.903
H 3.252 -4.411 -4.927
H 5.069 -3.352 -3.620
H 4.635 -1.337 -2.316
S -1.066 0.545 -3.397
Sb -3.360 -0.366 -2.694
S -2.931 -2.177 -1.442
S -0.934 1.550 -1.578
S -2.957 1.615 -1.103
Cl -0.018 2.432 1.291
C 1.607 2.131 0.627
H 2.317 2.097 1.443
H 1.843 2.918 -0.072
C 0.313 -1.652 -0.533
H -0.769 -1.655 -0.710
H 0.780 -2.054 -1.417
C -2.222 -3.089 3.058
C -2.596 -1.622 3.261
S -2.404 -0.641 1.779
O -0.876 -0.383 1.720
C -3.155 0.850 2.411
C -4.675 0.804 2.265
H -2.444 -3.659 3.960
H -1.155 -3.203 2.859
H -2.781 -3.533 2.232
H -1.955 -1.132 3.998
H -3.639 -1.514 3.560
H -2.739 1.634 1.781
H -2.810 0.981 3.441
H -4.954 0.681 1.217
H -5.099 1.741 2.626
H -5.135 -0.006 2.835

As for the HOMO-LUMO gap: 5.0637 eV. The value obtained for the HOMO energy is -9.53 eV. The multiplicity is 1. Its total energy is -8560.85694 a.u. Its charge is +1.